1.
Formula: C22H31BeCl3N3O3
Source: OMol25
Level of theory: the ωB97M-V functional and the def2-TZVPD basis

Geometry as XYZ:
```
63
Properties=species:S:1:pos:R:3:mulliken_charge:R:1
O 1.330 0.791 -1.729 -0.344
C 0.602 1.400 -2.601 -0.503
C 1.114 2.514 -3.436 0.590
C 1.767 3.675 -2.955 -0.388
H 1.646 3.952 -1.886 0.311
C 2.498 4.475 -3.833 -0.433
H 2.965 5.356 -3.434 0.369
C 2.680 4.062 -5.167 -0.408
H 3.415 4.613 -5.790 0.296
C 1.990 2.937 -5.653 -0.408
H 2.134 2.610 -6.695 0.295
C 1.197 2.155 -4.810 -0.421
H 0.623 1.287 -5.165 0.326
H -0.426 0.989 -2.906 0.219
C -2.841 1.436 -2.403 -0.871
C -2.347 0.655 -1.177 0.504
H -3.865 1.106 -2.665 0.343
H -2.256 1.282 -3.332 0.221
H -2.866 2.523 -2.232 0.266
C -2.929 -0.447 -0.646 -0.148
C -4.331 -0.822 -0.899 -1.261
H -2.434 -1.072 0.090 0.324
H -4.726 -0.113 -1.631 0.280
H -4.928 -0.754 0.026 0.250
H -4.425 -1.851 -1.290 0.254
Be 1.981 -0.532 -0.979 -0.019
Cl -0.906 0.996 -0.249 -0.124
Cl 2.996 -1.210 -2.578 -0.569
C -2.013 -0.096 3.210 0.440
O -1.269 -1.001 2.810 -0.652
N -2.663 -0.085 4.402 0.120
C -2.650 -1.224 5.313 -0.918
C -3.519 1.047 4.768 -0.833
H -2.148 0.876 2.687 0.124
H -1.931 -1.956 4.925 0.252
H -3.661 -1.670 5.408 0.302
H -2.367 -0.875 6.326 0.304
H -3.366 1.826 3.998 0.244
H -3.248 1.442 5.768 0.300
H -4.595 0.774 4.810 0.297
H -0.409 -4.781 1.807 0.316
H 1.196 -5.916 0.938 0.351
C -0.499 -3.902 1.147 -0.640
C 1.138 -5.365 -0.020 -1.070
N 0.602 -3.989 0.158 0.272
H -0.432 -2.993 1.769 0.181
C 1.103 -3.047 -0.619 0.068
O 0.978 -1.762 -0.447 -0.425
H 2.155 -5.223 -0.399 0.407
H 1.710 -3.464 -1.479 0.340
H -1.485 -3.967 0.639 0.233
H 0.562 -5.977 -0.741 0.307
Cl 5.907 2.253 1.077 -0.291
C 4.409 1.417 1.328 0.077
C 3.822 1.403 2.631 -0.477
C 2.598 0.745 2.836 -0.760
C 2.038 0.110 1.714 0.053
N 2.637 0.061 0.488 0.189
C 3.824 0.666 0.297 -0.480
H 4.356 1.874 3.453 0.368
H 2.108 0.736 3.843 0.312
H 1.095 -0.421 1.825 0.401
H 4.358 0.470 -0.645 0.340
```

## Properties
Total charge: -1
ΔE to the lowest compared entry with this formula, charge and spin (eV): 0.9720
Spin multiplicity: 1
Total energy (eV): -71899.5596
Orbital gap (alpha / beta) (eV): 3.02 / 3.64
HOMO level (alpha / beta) (eV): -0.92 / -1.55



2.
Formula: C22H31Br3N6O9
Source: OMol25
Level of theory: the ωB97M-V functional and the def2-TZVPD basis

Geometry as XYZ:
```
71
Properties=species:S:1:pos:R:3:mulliken_charge:R:1
C -0.030 1.372 -0.538 0.031
Br -0.993 0.612 -2.019 0.084
Br -0.460 0.490 1.125 0.095
Br -0.279 3.284 -0.445 0.000
H 1.025 1.213 -0.708 -0.107
C -1.802 -5.007 0.513 -0.373
C -1.310 -5.864 1.497 -0.476
C -0.632 -5.331 2.583 0.245
C -0.411 -3.966 2.658 -0.480
C -0.951 -3.120 1.703 0.476
C -1.670 -3.637 0.639 -0.190
O -2.363 -2.784 -0.216 -0.467
O -0.039 -6.138 3.542 -0.533
H -2.361 -5.489 -0.278 0.412
H -1.491 -6.925 1.384 0.389
H 0.246 -3.587 3.430 0.411
H -0.734 -2.060 1.727 -0.029
H -1.781 -2.591 -0.960 0.281
H -0.712 -6.693 3.947 0.323
C 5.018 -3.111 0.448 -0.466
C 4.319 -1.978 0.051 -0.449
C 3.344 -1.450 0.891 -0.069
C 3.098 -2.021 2.129 -0.494
C 3.858 -3.107 2.553 -0.532
C 4.803 -3.660 1.698 0.688
O 5.590 -4.715 2.072 -0.572
O 2.582 -0.378 0.529 -0.360
H 5.762 -3.573 -0.188 0.406
H 4.380 -1.560 -0.947 0.543
H 2.341 -1.626 2.792 0.515
H 3.695 -3.457 3.565 0.302
H 5.238 -5.186 2.831 0.292
H 3.119 0.230 -0.027 0.275
C -4.687 2.051 1.465 -0.444
C -5.671 3.020 1.279 -0.641
C -6.545 3.338 2.302 0.541
C -6.499 2.637 3.504 -0.451
C -5.496 1.708 3.697 -0.471
C -4.641 1.345 2.662 0.431
O -3.648 0.436 2.927 -0.417
O -7.498 4.331 2.160 -0.552
H -4.048 1.792 0.628 0.397
H -5.587 3.666 0.411 0.365
H -7.181 2.954 4.282 0.369
H -5.397 1.147 4.619 0.371
H -3.038 0.482 2.183 0.147
H -7.850 4.285 1.267 0.313
C -0.821 -1.718 -5.800 0.562
O -0.737 -2.909 -5.564 -0.624
N -0.437 -1.178 -6.995 -0.382
N -1.255 -0.804 -4.866 -0.325
H 0.001 -1.775 -7.671 0.223
H -0.510 -0.209 -7.243 0.165
H -1.567 -1.178 -3.991 0.173
H -1.564 0.097 -5.185 0.155
C 5.148 1.580 -1.047 0.705
O 3.957 1.501 -0.737 -0.762
N 6.094 0.873 -0.364 -0.363
N 5.591 2.391 -2.042 -0.433
H 5.753 0.254 0.351 0.217
H 7.053 0.915 -0.652 0.173
H 6.570 2.568 -2.165 0.167
H 4.894 2.791 -2.641 0.232
C -0.432 6.749 -2.182 0.662
O -1.301 6.349 -2.939 -0.627
N 0.568 7.598 -2.576 -0.409
N -0.448 6.419 -0.850 -0.426
H 1.299 7.817 -1.925 0.175
H 0.700 7.778 -3.553 0.230
H 0.118 6.796 -0.114 0.137
H -1.286 5.915 -0.615 0.249
```

## Properties
Total charge: 0
ΔE to the lowest compared entry with this formula, charge and spin (eV): 0.2549
Spin multiplicity: 1
Total energy (eV): -260814.2472
Orbital gap (eV): 8.05
HOMO level (eV): -7.90



3.
Formula: C22H31ClIrN7O2PS2Se
Source: OMol25
Level of theory: the ωB97M-V functional and the def2-TZVPD basis

Geometry as XYZ:
```
68
Properties=species:S:1:pos:R:3:mulliken_charge:R:1
Ir 0.689 0.177 -1.009 0.026
Se -0.922 -2.788 -7.858 0.271
N -0.160 -3.434 -6.377 -0.879
C -0.055 -2.448 -5.533 0.660
C 0.509 -2.522 -4.201 0.872
C 1.112 -3.493 -3.390 -1.550
C 2.119 -3.097 -0.995 -0.760
C 1.452 -2.819 -2.210 0.287
N 1.067 -1.503 -2.234 -0.349
C 0.524 -1.344 -3.438 0.001
C 0.024 -0.086 -3.863 0.450
N 0.088 0.924 -2.966 -0.367
C -0.355 2.124 -3.347 -0.202
C -0.873 2.351 -4.614 -0.908
C -0.966 1.303 -5.517 -0.566
C -0.514 0.046 -5.144 0.263
C -0.561 -1.154 -5.997 0.889
N -1.058 -1.135 -7.201 -0.822
H 1.319 -4.523 -3.630 0.571
H 2.946 -3.802 -0.984 0.539
H 4.419 -2.197 0.739 0.013
H -0.289 2.905 -2.606 0.555
H -1.206 3.344 -4.880 0.444
H -1.381 1.448 -6.507 0.545
C -1.790 4.506 2.409 -0.705
C -2.981 3.672 1.998 -0.375
O -2.740 2.988 0.753 -0.383
P -1.856 1.669 0.592 0.760
S -1.965 0.529 2.190 -0.495
S 0.047 2.212 0.063 -0.772
O -2.507 1.073 -0.721 -0.089
C -3.933 1.031 -0.970 -0.257
C -4.636 -0.003 -0.123 -1.035
H -2.031 5.082 3.304 0.409
H -1.510 5.198 1.615 0.278
H -0.935 3.869 2.626 -0.040
H -3.852 4.295 1.806 0.318
H -3.236 2.933 2.758 0.352
H -4.006 0.790 -2.028 0.300
H -4.340 2.031 -0.813 0.290
H -4.164 -0.979 -0.239 0.260
H -5.676 -0.079 -0.444 0.420
H -4.618 0.264 0.933 0.273
C 1.791 -0.317 5.526 -1.194
N 1.539 0.269 4.209 0.144
C 0.961 1.620 4.236 -1.149
C 1.678 -0.406 3.076 0.812
N 1.160 -0.060 1.905 0.622
N 2.508 -1.591 3.128 0.853
C 2.026 -2.704 2.710 -1.499
C 3.949 -1.339 3.374 -1.085
H 0.887 -0.225 6.127 0.379
H 2.599 0.222 6.021 0.400
H 2.043 -1.370 5.449 0.419
H 1.395 2.145 5.084 0.486
H -0.119 1.578 4.337 0.304
H 1.212 2.151 3.319 0.406
H 0.398 0.640 1.925 -0.785
H 0.934 -2.647 2.637 0.546
H 1.656 -2.175 1.626 -0.212
H 0.487 -3.988 1.461 0.319
H 4.055 -0.752 4.280 0.267
H 4.367 -0.781 2.543 0.439
H 4.452 -2.293 3.490 0.326
Cl 1.159 -3.206 0.440 -0.011
C 1.384 -0.535 0.540 -0.246
H 2.120 -1.342 0.546 0.995
H 4.162 -2.251 0.063 -0.027
```

## Properties
Total charge: +1
ΔE to the lowest compared entry with this formula, charge and spin (eV): 16.1044
Spin multiplicity: 1
Total energy (eV): -149493.7992
Orbital gap (alpha / beta) (eV): 5.41 / 5.41
HOMO level (alpha / beta) (eV): -10.27 / -10.27